Record 1
The following is a DFT calculation (the ωB97M-V functional and the def2-TZVPD basis) of a 2-piece molecular cluster, C4H12N2O overall in a non-equilibrium geometry.

Properties
Spin multiplicity = 1
F_max = 3.45 eV/A
Calculated total energy = -9366.3405 eV
HOMO = -7.092 eV
HOMO-LUMO gap = 0.238 hartree
Total charge = 0
ΔE to the lowest compared entry with this formula, charge and spin = 111.9 kcal/mol

Positions of all 19 atoms, in Å:
C (-1.89, 1.02, -1.82)
C (-1.76, 0.24, -0.51)
C (-0.63, 1.02, 1.55)
N (-1.54, 1.15, 0.65)
H (-2.57, 1.84, -1.70)
H (-0.92, 1.54, -2.03)
H (-2.07, 0.35, -2.73)
H (-2.60, -0.37, -0.28)
H (-0.83, -0.39, -0.48)
H (-0.68, 1.72, 2.42)
H (0.30, 0.59, 1.02)
H (-2.36, 1.67, 0.95)
N (2.91, -1.84, 0.16)
C (2.02, -0.67, -0.03)
O (0.69, -0.85, 0.33)
H (2.38, -2.63, 0.65)
H (3.15, -2.22, -0.77)
H (2.50, 0.16, 0.57)
H (2.20, -0.34, -1.08)

---

Record 2
The following is a DFT calculation (the ωB97M-V functional and the def2-TZVPD basis) of one molecule with the formula C4H12N2O in a non-equilibrium geometry.

Properties
Spin multiplicity = 1
F_max = 1.55 eV/A
Calculated total energy = -9369.8991 eV
HOMO = -9.332 eV
HOMO-LUMO gap = 0.377 hartree
Total charge = 0
SMILES string = C[C@H](O)[C@H](N)CN
ΔE to the lowest compared entry with this formula, charge and spin = 29.9 kcal/mol

Positions of all 19 atoms, in Å:
C (0.98, 0.55, 1.89)
C (1.21, 0.10, 0.46)
O (1.51, 1.25, -0.33)
C (-0.02, -0.68, -0.07)
N (0.21, -1.01, -1.47)
C (-1.33, 0.12, 0.17)
N (-2.44, -0.38, -0.66)
H (0.38, 1.46, 1.87)
H (1.90, 0.90, 2.37)
H (0.52, -0.18, 2.55)
H (2.06, -0.58, 0.35)
H (2.07, 0.99, -1.05)
H (-0.01, -1.56, 0.58)
H (-0.63, -1.45, -1.81)
H (0.26, -0.11, -1.95)
H (-1.69, 0.00, 1.20)
H (-1.00, 1.15, 0.03)
H (-2.61, -1.37, -0.51)
H (-3.26, 0.07, -0.29)

---

Record 3
The following is a DFT calculation (the ωB97M-V functional and the def2-TZVPD basis) of one molecule with the formula C4H12N2O in a non-equilibrium geometry.

Properties
Spin multiplicity = 1
F_max = 1.92 eV/A
Calculated total energy = -9370.0655 eV
HOMO = -8.894 eV
HOMO-LUMO gap = 0.360 hartree
Total charge = 0
SMILES string = C[C@@H](O)[C@@H](N)CN
ΔE to the lowest compared entry with this formula, charge and spin = 26.0 kcal/mol

Positions of all 19 atoms, in Å:
C (1.75, 0.12, 1.32)
C (0.78, 0.89, 0.45)
O (1.33, 1.14, -0.85)
C (-0.58, 0.23, 0.30)
N (-1.44, 1.22, -0.36)
C (-0.47, -1.06, -0.55)
N (-1.79, -1.51, -0.97)
H (1.23, -0.47, 2.07)
H (2.40, -0.56, 0.75)
H (2.47, 0.73, 1.88)
H (0.59, 1.84, 0.94)
H (1.76, 1.99, -0.81)
H (-1.10, -0.04, 1.22)
H (-2.25, 0.75, -0.73)
H (-0.97, 1.54, -1.21)
H (0.04, -1.81, 0.08)
H (0.17, -0.82, -1.39)
H (-2.17, -2.17, -0.30)
H (-1.77, -2.02, -1.84)

---

Record 4
The following is a DFT calculation (the ωB97M-V functional and the def2-TZVPD basis) of one molecule with the formula C4H12N2O in a non-equilibrium geometry.

Properties
Spin multiplicity = 1
F_max = 2.12 eV/A
Calculated total energy = -9369.2669 eV
HOMO = -8.673 eV
HOMO-LUMO gap = 0.354 hartree
Total charge = 0
SMILES string = NCC[C@H](N)CO
ΔE to the lowest compared entry with this formula, charge and spin = 44.4 kcal/mol

Positions of all 19 atoms, in Å:
N (1.81, 1.78, 0.74)
C (1.68, 0.34, 0.80)
C (0.86, -0.19, -0.39)
C (-0.62, -0.46, -0.07)
N (-0.85, -1.72, 0.62)
C (-1.59, -0.24, -1.20)
O (-2.94, -0.22, -0.73)
H (2.64, 2.20, 1.09)
H (1.14, 2.32, 0.25)
H (1.24, 0.07, 1.77)
H (2.63, -0.17, 0.75)
H (1.31, -0.97, -1.02)
H (0.85, 0.64, -1.11)
H (-0.81, 0.32, 0.69)
H (-1.26, -1.68, 1.52)
H (-0.08, -2.34, 0.51)
H (-1.48, -1.02, -1.96)
H (-1.40, 0.67, -1.78)
H (-3.11, 0.68, -0.47)

---

Record 5
The following is a DFT calculation (the ωB97M-V functional and the def2-TZVPD basis) of one molecule with the formula C4H12N2O in a non-equilibrium geometry.

Properties
Spin multiplicity = 1
F_max = 3.78 eV/A
Calculated total energy = -9369.8477 eV
HOMO = -8.845 eV
HOMO-LUMO gap = 0.360 hartree
Total charge = 0
SMILES string = CCN[C@@](C)(N)O
ΔE to the lowest compared entry with this formula, charge and spin = 31.0 kcal/mol

Positions of all 19 atoms, in Å:
C (-2.52, -0.69, 0.35)
C (-1.33, 0.19, 0.01)
N (-0.09, -0.41, 0.71)
C (1.07, 0.14, 0.10)
C (1.44, -0.58, -1.19)
N (1.21, 1.56, -0.05)
O (2.02, -0.19, 1.29)
H (-3.43, -0.30, -0.10)
H (-2.35, -1.70, -0.01)
H (-2.67, -0.74, 1.43)
H (-1.50, 1.21, 0.37)
H (-1.21, 0.24, -1.08)
H (-0.10, -0.18, 1.70)
H (2.46, -0.31, -1.46)
H (1.37, -1.66, -1.05)
H (0.78, -0.29, -2.00)
H (0.82, 1.91, -0.91)
H (1.06, 2.02, 0.84)
H (2.95, -0.21, 1.04)

---

Record 6
The following is a DFT calculation (the ωB97M-V functional and the def2-TZVPD basis) of a 2-piece molecular cluster, C4H12N2O overall in a non-equilibrium geometry.

Properties
Spin multiplicity = 1
F_max = 2.99 eV/A
Calculated total energy = -9368.3204 eV
HOMO = -8.042 eV
HOMO-LUMO gap = 0.322 hartree
Total charge = 0
SMILES string = CC/C(N)=C\N.O
ΔE to the lowest compared entry with this formula, charge and spin = 66.3 kcal/mol

Positions of all 19 atoms, in Å:
C (1.69, -1.54, 1.57)
C (0.41, -0.80, 1.21)
C (0.36, 0.00, -0.08)
N (1.04, 1.24, 0.06)
C (-0.71, -0.20, -0.93)
N (-1.42, -1.39, -0.74)
H (1.52, -2.64, 1.61)
H (2.54, -1.33, 0.85)
H (2.05, -1.22, 2.51)
H (-0.40, -1.47, 1.47)
H (0.17, 0.04, 2.06)
H (0.34, 1.88, 0.40)
H (1.69, 1.17, 0.95)
H (-1.03, 0.61, -1.60)
H (-2.42, -1.45, -0.96)
H (-0.89, -2.15, -1.23)
O (-1.95, 3.16, -2.61)
H (-1.32, 2.49, -2.78)
H (-1.67, 3.60, -1.76)